(1)
Density functional theory data (ωB97M-V/def2-TZVPD) for C2H2INO3 as an isolated structure at a distorted geometry.

```
9
C2H2INO3 ωB97M-V/def2-TZVPD
C 0.8973 1.2332 -0.3875
C -0.9363 -0.0267 0.3310
N -0.3781 -1.1989 -0.0972
O 0.5770 -1.5707 0.6400
O 0.6295 2.2305 -0.8478
O -0.6392 -1.7451 -1.1678
I 2.4950 0.1893 0.3782
H -1.8078 0.5403 -0.1596
H -0.8374 0.3481 1.3108
```

Summary:
- Largest force on an atom: 4.37 eV Å⁻¹
- Net charge: 0
- LUMO level: -1.46 eV
- Spin multiplicity: 1
- Total energy: -17833.50738 eV
- HOMO energy: -9.36 eV
- Frontier orbital gap: 7.897 eV

***

(2)
Density functional theory data (ωB97M-V/def2-TZVPD) for C2H2INO3 as an isolated structure at a distorted geometry.

```
9
C2H2INO3 ωB97M-V/def2-TZVPD
C -0.3002 0.2862 2.2313
C -0.1611 -0.7714 -0.4050
N 0.3248 -1.1039 0.7252
O -1.1226 1.1457 2.2157
O 0.6474 0.1260 1.5365
O 0.4907 -2.1406 1.2365
I -0.5239 -1.4573 3.5248
H -0.3828 0.3038 -0.8907
H -0.4624 -1.6643 -1.0112
```

Summary:
- ⟨S²⟩: 2.018
- Largest force on an atom: 7.04 eV Å⁻¹
- Net charge: 0
- LUMO level (alpha / beta): 0.22 / -3.58 eV
- Spin multiplicity: 3
- Total energy: -17830.28538 eV
- HOMO energy (alpha / beta): -5.91 / -9.67 eV
- Frontier orbital gap (alpha / beta): 6.134 / 6.089 eV